No. 1
The following is a quantum chemistry calculation of a cluster of 2 separate species, C4H13N in total, from the Open Molecules 2025 dataset.

Results
HOMO	-8.665	eV
ΔE to the lowest compared entry with this formula, charge and spin	1.349	eV
calculated total energy	-5847.2823	eV
Kohn-Sham gap	9.77	eV
multiplicity	1

Geometry as XYZ:
```
18
Properties=species:S:1:pos:R:3:forces:R:3:nbo_charge:R:1
C 3.1688 0.7106 0.2506 -0.1 -1.0 -3.4 -0.618
C 2.0214 0.1718 1.0909 0.4 -0.1 1.8 -0.631
H 3.4073 1.7800 0.2352 -0.5 -0.2 0.5 0.212
H 2.8520 0.4691 -0.8339 0.6 0.6 1.2 0.193
H 4.1553 0.1720 0.3053 -1.1 0.3 0.6 0.210
H 1.0149 0.6287 1.0356 0.5 -0.4 -1.1 0.224
H 2.0132 -0.9435 1.1246 -0.3 0.9 -0.5 0.209
H 2.2244 0.4416 2.1168 0.4 -0.1 0.7 0.199
C -1.9736 0.5752 -1.4333 2.1 -1.2 -1.3 -0.416
N -2.2699 0.0983 -0.1199 -0.7 -0.5 1.6 -0.624
C -2.0743 -1.3291 0.3135 3.6 3.2 -1.6 -0.408
H -0.8724 0.3844 -1.6112 -0.7 0.8 0.3 0.184
H -2.3522 -0.1143 -2.1717 -0.8 0.0 -0.9 0.159
H -2.2276 1.6320 -1.7133 0.1 -1.0 0.9 0.212
H -3.2311 0.1930 0.0776 -1.3 1.0 0.1 0.339
H -2.6293 -2.0968 -0.0887 -1.6 -1.5 -1.5 0.169
H -2.2262 -1.2868 1.3409 -0.1 -0.2 1.9 0.199
H -1.0007 -1.4865 0.0808 -0.5 -0.5 0.5 0.187
```
Forces are in eV/Å.

***

No. 2
The following is a quantum chemistry calculation of an isolated molecule of C6H12S2, from the Open Molecules 2025 dataset.

Results
HOMO	-8.342	eV
ΔE to the lowest compared entry with this formula, charge and spin	1.577	eV
calculated total energy	-28085.7245	eV
Kohn-Sham gap	9.15	eV
multiplicity	1

Geometry as XYZ:
```
20
Properties=species:S:1:pos:R:3:forces:R:3:nbo_charge:R:1
C -2.1333 1.3848 0.3109 -0.1 0.6 -0.2 -0.763
C 0.0095 -0.2756 -0.4673 -0.1 -0.8 2.2 -0.326
C 0.5623 -0.5396 -1.7884 2.1 -0.3 -1.0 -0.427
C 0.8299 0.8169 -1.1064 -1.1 0.0 -0.9 -0.240
C 2.1835 1.3629 -0.6808 1.2 -1.0 0.6 -0.626
C 0.5065 -0.3133 2.3426 1.3 0.1 0.3 -0.755
H -1.9915 1.4603 1.3640 0.3 -0.1 0.8 0.210
H -3.1522 1.6404 0.1031 -0.8 -0.1 -0.1 0.235
H -1.5862 2.1596 -0.1888 0.6 0.4 -0.2 0.214
H 1.4373 -1.2337 -1.9125 -0.8 0.8 0.5 0.224
H -0.1122 -0.6598 -2.6090 -0.4 0.4 -0.4 0.230
H 0.1406 1.6071 -1.4308 0.4 -0.2 -0.2 0.214
H 2.8272 1.6041 -1.5988 -1.0 0.0 1.4 0.225
H 2.8178 0.6137 -0.0450 -1.3 1.2 -1.2 0.230
H 1.9664 2.2471 -0.0254 0.6 -0.5 -0.8 0.216
H 0.8019 0.7688 2.3381 -0.1 -0.9 -0.5 0.214
H -0.5396 -0.3553 2.6505 0.2 -0.4 0.0 0.218
H 1.2141 -0.8004 3.0737 -1.1 0.4 -0.4 0.233
S -1.8215 -0.2021 -0.3916 1.0 -0.5 -0.3 0.251
S 0.8481 -1.2772 0.8052 -0.7 1.0 0.4 0.223
```
Forces are in eV/Å.

***

No. 3
The following is a quantum chemistry calculation of a structure of composition C20H24IrN3O4S, from the Open Molecules 2025 dataset.

Results
charge	+1
HOMO (spin up / spin down)	-11.150 / -11.063	eV
ΔE to the lowest compared entry with this formula, charge and spin	0.373	eV
calculated total energy	-47458.8254	eV
Kohn-Sham gap (spin up / spin down)	7.50 / 6.16	eV
multiplicity	2

Geometry as XYZ:
```
53
Properties=species:S:1:pos:R:3:forces:R:3:lowdin_spin:R:1
Ir 0.0098 0.6678 -0.2028 1.9 1.3 -0.2 0.469
O -3.8381 -1.9639 -0.3189 0.0 -0.1 0.1 0.000
C -2.8116 -1.3951 -0.1006 0.0 0.1 0.0 0.000
O -1.9718 -0.8925 -1.0039 -0.3 -0.5 -0.6 0.006
C -2.3132 -0.9776 1.2531 0.0 0.2 0.0 0.000
C -2.7756 -1.5438 2.4179 -0.1 0.1 0.1 0.000
C -2.4779 -0.9159 3.6260 -0.1 -0.1 0.0 0.000
C -1.8087 0.2936 3.6147 -0.1 0.1 0.0 0.000
C -1.3565 0.7826 2.4003 -0.1 0.0 -0.2 -0.001
N -1.5445 0.1317 1.2539 0.7 -1.2 0.0 -0.001
C -0.7014 2.1307 2.2161 0.1 0.1 0.1 0.002
O -0.7022 2.9298 3.1159 0.1 0.1 -0.1 0.011
O -0.2122 2.3051 1.0125 -0.4 0.5 -0.3 0.023
H -3.3729 -2.4440 2.3730 0.0 0.0 0.0 0.000
H -2.8175 -1.3448 4.5593 0.0 0.0 0.0 0.000
H -1.6334 0.8765 4.5082 0.0 0.0 0.0 0.000
C 0.5466 2.9483 -2.0112 0.0 0.3 -0.1 0.000
C -0.7549 2.5386 -2.6683 0.1 0.0 0.1 0.001
N -1.5216 1.7651 -1.6969 -0.5 -0.7 0.6 0.018
C -2.6688 0.9883 -2.2488 0.1 0.1 -0.2 0.003
C -2.3939 -0.5127 -2.3112 -0.1 0.3 0.2 0.003
S 0.8862 -1.1131 -1.2832 -0.9 -0.3 0.4 0.404
C 2.2838 -0.3459 -2.1000 0.2 -0.3 -0.1 0.042
C 1.8271 0.9655 -2.6441 0.2 0.0 -0.2 0.004
N 1.2814 1.7574 -1.5247 -0.2 -0.2 0.5 -0.005
H 0.3497 3.5845 -1.1473 0.0 0.0 0.0 0.000
H 1.1510 3.5143 -2.7239 0.1 0.0 0.1 0.000
H -0.5927 1.9244 -3.5528 0.0 0.0 0.0 0.000
H -1.2809 3.4391 -2.9953 -0.1 0.0 0.0 0.000
H -1.8434 2.4014 -0.9731 -0.2 0.0 -0.1 0.000
H -2.9025 1.3268 -3.2611 -0.1 0.1 0.1 0.000
H -3.5427 1.1656 -1.6225 0.0 0.0 0.0 0.000
H -1.5621 -0.7481 -2.9733 0.0 0.0 0.0 0.004
H -3.2786 -1.0712 -2.6112 0.0 0.0 0.0 0.000
H 2.6441 -1.0042 -2.8898 0.0 0.0 0.0 0.002
H 3.0874 -0.2307 -1.3694 0.0 0.0 -0.1 0.010
H 1.0249 0.7932 -3.3569 0.0 0.0 0.0 0.001
H 2.6320 1.4941 -3.1616 0.0 0.2 0.1 0.000
H 2.0481 2.0711 -0.9337 0.1 0.1 -0.1 0.000
C 1.6462 0.3771 1.3079 -1.9 -0.4 -1.8 -0.007
C 2.0705 -1.0332 1.4232 0.3 0.1 0.4 0.014
C 3.2952 -1.4538 0.9155 0.2 0.0 0.1 0.002
C 3.6906 -2.7820 1.0120 0.0 0.0 -0.1 0.001
C 2.8504 -3.7130 1.5999 0.0 0.0 0.1 -0.005
C 1.6301 -3.3024 2.1255 0.0 0.0 0.0 0.001
C 1.2546 -1.9729 2.0515 -0.1 0.0 0.0 -0.002
H 2.3910 1.0767 0.9419 0.2 0.0 0.4 -0.001
H 1.0175 0.7450 2.0993 0.8 0.0 0.6 -0.001
H 3.9616 -0.7218 0.4709 0.1 -0.1 0.1 0.000
H 4.6575 -3.0884 0.6342 0.0 0.0 0.0 0.000
H 3.1548 -4.7485 1.6761 0.0 0.0 0.0 0.000
H 0.9766 -4.0255 2.5970 0.0 0.0 0.0 0.000
H 0.3111 -1.6490 2.4807 0.0 0.0 0.0 0.000
```
Forces are in eV/Å.